(1)
A structure of composition C24H45BrN10O6SSiTl. Source: the OMol25 dataset; level of theory: ωB97M-V/def2-TZVPD.

Properties
Total charge = -1
Kohn-Sham gap = 7.10 eV
HOMO level = -0.1798 Ha
Spin multiplicity = 1

Last column: Löwdin charge in e.
Geometry (Å):
Tl (-1.671, 0.415, 0.485)  0.841
Br (-1.594, 0.642, 8.116)  0.716
S (0.974, 1.116, -1.430)  0.330
Si (2.000, -0.154, -0.182)  -0.184
O (2.831, -1.377, -0.922)  -0.162
O (-3.366, -2.606, -2.647)  -0.059
O (-5.588, 0.430, -0.378)  0.014
O (3.165, 0.559, 0.752)  -0.156
O (0.940, -0.783, 0.928)  -0.273
O (-1.919, -1.366, -1.443)  -0.169
N (-1.185, 3.668, 1.512)  0.129
N (-1.942, 1.068, -3.094)  0.190
N (-4.081, 0.168, -3.509)  -0.080
N (0.057, 4.100, -1.815)  0.157
N (-1.491, 5.184, -0.420)  0.095
N (-1.264, 5.831, -2.589)  0.141
N (-3.643, 1.048, -1.471)  0.106
N (-3.574, -1.708, 0.741)  -0.030
N (-2.675, 0.711, 3.585)  0.045
N (-3.663, -2.475, -0.431)  -0.025
C (-0.096, -2.272, 2.437)  -0.033
C (-4.883, 0.486, -1.372)  -0.498
C (2.449, -2.272, -1.970)  -0.651
C (1.027, -2.779, -1.762)  -0.026
C (-1.736, 1.518, 4.076)  -0.155
C (-1.379, 1.538, 5.420)  -0.105
C (3.443, -3.426, -1.899)  -0.037
C (1.452, -0.484, 3.258)  -0.014
C (-0.898, 5.008, -1.565)  -0.520
C (4.453, 1.060, 0.428)  -0.657
C (-2.042, 0.680, 6.272)  -0.691
C (-1.297, 4.342, 0.577)  -0.371
C (1.183, -1.494, 2.146)  -0.637
C (-3.784, -0.550, -4.730)  -0.033
C (5.473, -0.034, 0.737)  -0.033
C (4.679, 2.273, 1.323)  -0.034
C (-3.186, 0.752, -2.687)  -0.439
C (-3.035, -0.155, 5.793)  -0.118
C (-2.917, -2.117, -1.588)  -0.747
C (-3.310, -0.092, 4.434)  -0.142
C (2.362, -2.456, 2.014)  -0.023
C (-5.241, -0.164, -2.712)  -0.050
C (2.573, -1.561, -3.314)  -0.047
C (4.565, 1.473, -1.040)  -0.051
H (4.458, -3.063, -2.075)  0.080
H (4.593, 1.985, 2.373)  0.081
H (3.281, -1.910, 1.796)  0.073
H (-1.824, 6.623, -2.328)  0.097
H (1.922, -0.687, -3.329)  0.033
H (-4.576, -2.838, -0.661)  0.117
H (0.047, -2.937, 3.291)  0.086
H (6.489, 0.311, 0.525)  0.081
H (-4.321, -1.015, 0.786)  0.047
H (0.792, -3.556, -2.493)  0.092
H (0.252, 3.350, -1.152)  -0.023
H (-0.379, -2.862, 1.563)  0.091
H (2.490, -3.009, 2.947)  0.087
H (-5.327, -1.246, -2.587)  0.120
H (-1.279, 1.228, -2.338)  -0.035
H (-1.259, 2.181, 3.362)  0.060
H (-3.632, -1.610, -4.510)  0.074
H (-6.166, 0.240, -3.128)  0.129
H (3.922, 3.030, 1.111)  0.089
H (-0.606, 2.204, 5.775)  0.104
H (0.922, -3.204, -0.761)  0.079
H (5.559, 1.883, -1.233)  0.083
H (-3.576, -0.824, 6.446)  0.096
H (3.201, -4.184, -2.647)  0.082
H (-0.917, -1.584, 2.660)  0.048
H (3.809, 2.220, -1.282)  0.063
H (3.603, -1.228, -3.468)  0.080
H (0.289, -1.980, -1.858)  0.058
H (0.631, 0.234, 3.299)  0.071
H (4.402, 0.611, -1.689)  0.071
H (5.670, 2.699, 1.152)  0.080
H (-4.611, -0.420, -5.430)  0.084
H (-3.630, -2.319, 1.545)  0.074
H (5.257, -0.911, 0.125)  0.078
H (1.534, -0.987, 4.225)  0.089
H (-2.888, -0.146, -5.196)  0.079
H (2.372, 0.063, 3.050)  0.077
H (5.409, -0.319, 1.789)  0.082
H (3.410, -3.886, -0.909)  0.077
H (0.292, 3.869, -2.765)  0.093
H (-4.082, -0.726, 4.009)  0.107
H (2.188, -3.167, 1.205)  0.075
H (-1.542, 0.434, -3.769)  0.096
H (-0.636, 5.945, -3.364)  0.093
H (2.291, -2.234, -4.128)  0.084

***

(2)
A structure of composition C3H3LiNaO2 at a distorted geometry. Source: the OMol25 dataset; level of theory: ωB97M-V/def2-TZVPD.

Properties
Total charge = +1
Kohn-Sham gap (spin up / spin down) = 5.08 / 5.27 eV
HOMO level (spin up / spin down) = -0.3478 / -0.3417 Ha
Spin multiplicity = 1

Last column: natural (NBO) charge in e.
Geometry (Å):
Na (0.340, -0.515, -1.477)  0.514
O (2.263, -2.587, 1.780)  -0.435
O (-0.635, 0.927, 0.294)  -0.685
C (2.488, -1.558, 2.212)  0.771
C (-0.218, 1.678, 1.041)  0.657
C (2.772, -0.276, 2.894)  -1.098
Li (-1.690, -0.968, 0.551)  0.505
H (2.846, 0.702, 3.372)  0.251
H (2.572, -0.603, 3.922)  0.285
H (3.097, 0.290, 2.009)  0.235

***

(3)
The molecule C16H32O3S2. Source: the OMol25 dataset; level of theory: ωB97M-V/def2-TZVPD.

Properties
Kohn-Sham gap = 9.62 eV
HOMO level = -0.3328 Ha
Spin multiplicity = 1
SMILES = CCCCCCCCCCCCS[C@H]1CS(=O)(=O)C[C@@H]1O

Last column: natural (NBO) charge in e.
Geometry (Å):
S (-1.428, 0.142, 1.555)  2.152
S (-3.317, 2.059, -1.286)  0.170
O (-1.273, 0.323, 2.977)  -0.960
O (-1.887, 2.986, 2.328)  -0.719
O (-1.001, -1.114, 1.003)  -0.935
C (1.897, -2.346, -0.685)  -0.400
C (-1.934, -1.567, -2.871)  -0.392
C (-0.706, 1.600, 0.744)  -0.695
C (-0.760, -2.463, -2.475)  -0.395
C (2.436, -0.672, 1.118)  -0.396
C (2.677, 1.085, 2.922)  -0.394
C (1.759, -2.629, -2.184)  -0.388
C (-1.831, 2.588, 0.989)  0.073
C (-3.175, 0.493, 1.123)  -0.673
C (-3.303, 0.394, -2.043)  -0.513
C (0.602, -1.875, -2.843)  -0.398
C (3.068, 2.524, 3.239)  -0.600
C (2.936, 0.730, 1.458)  -0.388
C (-1.935, -0.264, -2.065)  -0.433
C (-3.151, 1.892, 0.554)  -0.357
C (2.488, -0.971, -0.378)  -0.387
H (1.922, -0.201, -0.908)  0.183
H (-3.644, 0.605, -3.058)  0.235
H (2.540, -3.108, -0.240)  0.200
H (-0.532, 1.404, -0.308)  0.263
H (-3.747, 0.437, 2.045)  0.265
H (2.493, 3.223, 2.634)  0.196
H (0.922, -2.416, -0.201)  0.210
H (2.883, 2.748, 4.287)  0.209
H (-1.616, -0.503, -1.050)  0.215
H (2.437, 1.460, 0.814)  0.179
H (1.618, 0.934, 3.150)  0.198
H (0.209, 1.874, 1.258)  0.269
H (-1.901, -1.347, -3.940)  0.198
H (3.035, -1.410, 1.657)  0.197
H (-3.982, 2.490, 0.937)  0.251
H (-4.058, -0.224, -1.556)  0.208
H (-2.863, -2.107, -2.672)  0.198
H (3.246, 0.406, 3.560)  0.198
H (-1.709, 3.506, 0.404)  0.213
H (-3.514, -0.275, 0.437)  0.254
H (1.609, -3.700, -2.333)  0.199
H (-1.730, 2.214, 2.899)  0.490
H (4.124, 2.687, 3.034)  0.200
H (3.521, -0.923, -0.732)  0.194
H (0.722, -1.907, -3.929)  0.201
H (0.647, -0.829, -2.540)  0.190
H (-0.870, -3.435, -2.962)  0.201
H (-0.806, -2.624, -1.397)  0.206
H (-1.223, 0.441, -2.498)  0.206
H (2.694, -2.356, -2.680)  0.198
H (4.007, 0.799, 1.252)  0.197
H (1.403, -0.779, 1.458)  0.204

***

(4)
A cluster of 3 separate species, C4H13NO2 in total at a distorted geometry. Source: the OMol25 dataset; level of theory: ωB97M-V/def2-TZVPD.

Properties
Kohn-Sham gap = 8.36 eV
HOMO level = -0.2862 Ha
Spin multiplicity = 1
SMILES = C/C=C(/C)N.O.O

Last column: natural (NBO) charge in e.
Geometry (Å):
O (0.176, -2.943, -0.498)  -0.960
O (-0.207, 3.962, 0.520)  -0.953
N (1.249, -0.510, 0.946)  -0.798
C (-0.010, -0.089, 0.523)  0.212
C (-0.336, 0.472, -0.687)  -0.367
C (-1.188, -0.635, 1.313)  -0.660
C (0.338, -0.026, -1.988)  -0.661
H (1.101, -1.308, 1.567)  0.384
H (-1.316, 0.949, -0.997)  0.210
H (0.464, 3.849, 1.258)  0.467
H (-0.036, -3.853, -0.719)  0.481
H (0.712, -1.044, -1.810)  0.204
H (1.155, 0.653, -2.185)  0.210
H (-2.120, -0.143, 1.088)  0.231
H (-0.344, 0.012, -2.878)  0.218
H (-0.025, 3.097, -0.045)  0.482
H (-1.347, -1.718, 1.262)  0.229
H (-0.998, -0.399, 2.394)  0.200
H (-0.475, -2.336, -0.886)  0.485
H (1.913, -0.676, 0.186)  0.387

***

In kcal/mol, the energy relative to the best compared isomer or geometry (same formula, charge and spin) values for the records above are, in order, 0.0, 168.5, 1.2, 44.5.